A molecular structure, C28H47BrN5NiOS2Si4 in a non-equilibrium geometry. Source: the OMol25 dataset; level of theory: the ωB97M-V functional and the def2-TZVPD basis.

Cartesian coordinates (Å):
Br (-2.250, 0.472, -3.344)
Ni (-0.583, 0.898, -0.868)
S (-3.854, -1.263, 4.129)
S (1.199, 2.278, -0.988)
Si (1.847, -0.585, -4.094)
Si (0.667, -0.751, -1.696)
Si (-0.415, -3.020, -1.968)
Si (2.687, -1.531, -0.579)
O (-4.392, 5.218, -3.118)
N (-1.637, 0.024, 0.426)
N (-1.985, 2.348, -1.376)
N (2.047, 1.848, 1.637)
N (-1.055, -0.637, 7.576)
N (0.903, 3.789, 1.110)
C (-2.794, -1.053, 5.458)
C (3.057, 0.857, -4.233)
C (2.113, -2.260, 1.123)
C (3.814, -2.823, -1.403)
C (-2.912, -0.697, 2.803)
C (-1.060, -1.799, 6.958)
C (-3.018, 4.488, -1.238)
C (0.450, -0.210, -5.286)
C (-1.812, -3.260, -0.664)
C (-1.521, -0.939, 2.612)
C (0.852, 4.273, 2.493)
C (-3.631, -0.097, 1.740)
C (-2.807, 0.150, 6.177)
C (-1.136, -3.090, -3.727)
C (-2.310, 3.443, -0.656)
C (1.840, 3.546, 3.381)
C (1.845, 2.054, 3.094)
C (3.841, 0.000, -0.353)
C (-1.953, -2.080, 5.904)
C (-1.930, 0.309, 7.252)
C (2.780, -2.112, -4.644)
C (0.781, -4.477, -1.810)
C (-3.503, 3.063, -3.110)
C (1.446, 2.626, 0.737)
C (-2.648, 2.165, -2.530)
C (-3.680, 4.274, -2.475)
C (-0.934, -0.536, 1.446)
C (-2.981, 0.242, 0.567)
H (2.296, -3.059, -4.376)
H (2.829, 3.943, 3.224)
H (0.165, 0.841, -5.215)
H (0.682, 4.386, 0.322)
H (-4.409, 6.036, -2.562)
H (-0.332, -2.539, 7.286)
H (3.981, 0.666, -3.692)
H (1.839, -1.548, 1.863)
H (-0.403, -2.856, -4.479)
H (-2.004, -2.474, -3.890)
H (-3.051, 5.471, -0.740)
H (4.103, 0.077, 0.714)
H (3.384, -3.813, -1.587)
H (-0.167, 4.157, 2.886)
H (1.034, 5.374, 2.493)
H (-2.202, -4.276, -0.793)
H (1.568, 3.711, 4.439)
H (-1.420, -3.201, 0.345)
H (-3.978, 2.924, -4.102)
H (1.489, -4.490, -2.639)
H (0.769, -0.368, -6.326)
H (3.273, 1.031, -5.290)
H (1.357, -4.509, -0.888)
H (4.276, -2.489, -2.338)
H (4.632, -2.977, -0.686)
H (0.218, -5.403, -1.871)
H (-3.457, 1.006, 5.901)
H (3.480, 0.987, -0.680)
H (2.557, 1.727, -3.810)
H (4.750, -0.217, -0.888)
H (-0.466, -0.789, -5.151)
H (3.805, -2.142, -4.249)
H (-1.898, -3.080, 5.412)
H (2.807, -2.111, -5.732)
H (-1.908, 1.215, 7.877)
H (-4.704, 0.134, 1.815)
H (-0.949, -1.458, 3.392)
H (2.638, 1.533, 3.606)
H (1.290, -2.969, 1.057)
H (2.428, 0.951, 1.315)
H (-2.029, 3.500, 0.410)
H (0.142, -0.659, 1.284)
H (-3.523, 0.616, -0.304)
H (-2.679, -2.591, -0.784)
H (-1.471, -4.125, -3.911)
H (0.911, 1.548, 3.382)
H (2.981, -2.834, 1.496)

Summary:
Kohn-Sham gap (alpha / beta)   6.08 / 6.39 eV
2S+1   3
Lowest unoccupied orbital energy (alpha / beta)   -2.70 / -3.06 eV
Total charge   +1
Energy relative to the best compared isomer or geometry (same formula, charge and spin)   1.2196 eV

Here are the Mulliken charges for atoms 1 to 5, given in e: number 1, Br, carries -0.05; number 2, Ni, carries -0.63; number 3, S, carries -0.22; number 4, S, carries -0.57; number 5, Si, carries 0.62

***

A gas-phase ion, C4H13N2 (charge +2) in a non-equilibrium geometry. Source: the OMol25 dataset; level of theory: the ωB97M-V functional and the def2-TZVPD basis.

Cartesian coordinates (Å):
N (-0.315, 0.332, 0.724)
N (-0.466, -2.098, -0.948)
C (-1.143, -0.891, -1.433)
C (0.954, 1.155, 0.369)
C (-1.323, 0.291, -0.423)
C (1.892, 0.992, 1.572)
H (-2.307, 0.354, 0.028)
H (2.739, 1.665, 1.435)
H (-0.110, -0.643, 0.926)
H (-1.167, 1.117, -1.069)
H (-0.786, 0.794, 1.504)
H (-2.167, -1.174, -1.726)
H (-1.130, -2.805, -0.609)
H (-0.548, -0.576, -2.285)
H (1.410, 1.236, 2.514)
H (0.648, 2.155, 0.084)
H (0.201, -2.487, -1.625)
H (1.300, 0.586, -0.492)
H (2.319, -0.002, 1.455)

Summary:
Kohn-Sham gap (alpha / beta)   12.95 / 6.97 eV
2S+1   2
Lowest unoccupied orbital energy (alpha / beta)   -7.82 / -13.79 eV
Total charge   +2
Energy relative to the best compared isomer or geometry (same formula, charge and spin)   1.4810 eV

Here are the Mulliken charges for atoms 1 to 5, given in e: number 1, N, carries -0.20; number 2, N, carries -0.14; number 3, C, carries -0.41; number 4, C, carries -0.45; number 5, C, carries -0.59

***

Number 1: molar mass 784.8 u, E -7480.67230 hartree. Number 2: molar mass 89.2 u, E -268.95195 hartree.